The following is a quantum chemistry calculation of 3 unconnected molecules or ions with the total composition C12H21N3 at a distorted geometry, from the OMol25 dataset.

Atoms and positions in Å:
C 9.684 3.411 27.633
C 9.217 4.816 27.378
C 7.781 5.087 27.188
C 6.998 4.315 26.292
N 6.403 3.662 25.584
H 10.746 3.168 27.668
H 9.216 2.618 27.049
H 9.252 3.220 28.614
H 9.586 5.314 26.481
H 9.574 5.454 28.186
H 7.592 6.145 27.005
H 7.404 4.877 28.188
C 11.877 -0.114 27.006
C 11.597 -1.576 26.574
C 12.881 -2.310 26.110
C 13.432 -1.805 24.875
N 13.880 -1.421 23.883
H 12.642 0.104 27.751
H 10.935 0.361 27.278
H 12.254 0.453 26.156
H 10.872 -1.559 25.760
H 11.026 -2.130 27.318
H 12.523 -3.330 25.970
H 13.724 -2.151 26.782
C 12.673 2.124 22.722
C 11.399 2.873 22.412
C 10.463 3.131 23.724
C 10.014 1.840 24.226
N 9.674 0.851 24.634
H 13.334 2.230 21.861
H 12.598 1.038 22.763
H 13.318 2.556 23.487
H 10.789 2.390 21.648
H 11.575 3.848 21.957
H 9.668 3.853 23.540
H 10.867 3.824 24.462

Calculated values
multiplicity = 2
E = -633.61901 hartree
E_LUMO (alpha / beta) = -2.771 / -11.128 eV
maximum force = 0.097 hartree/bohr
total charge = +1

The computed natural (NBO) charges, all in e, follow:
1 C -0.633
2 C -0.380
3 C -0.521
4 C 0.282
5 N -0.312
6 H 0.217
7 H 0.216
8 H 0.217
9 H 0.190
10 H 0.223
11 H 0.261
12 H 0.247
13 C -0.596
14 C -0.340
15 C -0.499
16 C 0.399
17 N -0.105
18 H 0.242
19 H 0.279
20 H 0.221
21 H 0.264
22 H 0.254
23 H 0.340
24 H 0.289
25 C -0.636
26 C -0.366
27 C -0.542
28 C 0.357
29 N -0.310
30 H 0.259
31 H 0.229
32 H 0.225
33 H 0.231
34 H 0.244
35 H 0.284
36 H 0.273

***

The following is a quantum chemistry calculation of 2 unconnected molecules or ions with the total composition C2H3FOS at a distorted geometry, from the OMol25 dataset.

Atoms and positions in Å:
C -0.706 0.281 -1.697
C 0.594 -0.656 0.815
O -0.535 0.557 -0.539
F 0.983 0.583 3.352
S 1.461 0.304 1.646
H -0.916 -0.747 -2.035
H -0.695 1.045 -2.486
H -0.186 -1.368 0.944

Calculated values
E = -651.16335 hartree
E_LUMO = -0.075 eV
maximum force = 0.045 hartree/bohr

The computed natural (NBO) charges, all in e, follow:
1 C 0.301
2 C -0.506
3 O -0.477
4 F -0.601
5 S 0.822
6 H 0.116
7 H 0.125
8 H 0.220

***

The following is a quantum chemistry calculation of a single C3H4N2O2 molecule at a distorted geometry, from the OMol25 dataset.

Atoms and positions in Å:
O -2.149 -1.142 -0.028
C -1.251 -0.309 -0.027
N -1.451 1.024 -0.173
N -0.260 1.733 -0.331
C 0.781 1.024 -0.084
C 0.326 -0.443 0.216
O 0.864 -1.510 -0.540
H -2.244 1.392 -0.701
H 1.780 1.296 -0.194
H 0.173 -0.557 1.392
H 0.110 -1.638 -1.136

Calculated values
E = -376.64813 hartree
E_LUMO = 0.464 eV
SMILES = O=C1NN=C[C@@H]1O
maximum force = 0.092 hartree/bohr

The computed natural (NBO) charges, all in e, follow:
1 O -0.572
2 C 0.618
3 N -0.464
4 N -0.209
5 C 0.025
6 C -0.052
7 O -0.669
8 H 0.413
9 H 0.213
10 H 0.213
11 H 0.483

***

The following is a quantum chemistry calculation of a molecular structure, C12H9Cl3FNO2S at a distorted geometry, from the OMol25 dataset.

Atoms and positions in Å:
Cl 0.698 1.848 0.642
C -0.281 1.720 2.023
N -0.805 0.528 2.336
F -0.671 -0.719 1.228
C -1.522 0.317 3.449
Cl -2.118 -1.241 3.776
C -1.748 1.375 4.332
C -1.257 2.648 4.022
C -0.530 2.814 2.844
H -2.319 1.173 5.227
H -1.434 3.485 4.697
H -0.147 3.776 2.536
Cl -1.258 -3.350 1.004
C -0.392 -2.225 0.047
S -0.674 -2.491 -1.670
C 0.433 -1.273 -2.422
C 0.168 0.077 -2.215
C 1.060 1.042 -2.690
C 2.218 0.637 -3.365
C 2.474 -0.719 -3.580
C 1.581 -1.691 -3.113
O -0.203 -3.747 -2.135
O -2.033 -2.044 -1.979
H 0.624 -1.988 0.322
H -0.759 0.358 -1.699
H 0.836 2.096 -2.526
H 2.939 1.388 -3.677
H 3.374 -1.038 -4.113
H 1.744 -2.755 -3.301

Calculated values
E = -2546.33736 hartree
E_LUMO = -0.560 eV
maximum force = 0.130 hartree/bohr

The computed natural (NBO) charges, all in e, follow:
1 Cl 0.073
2 C 0.177
3 N -0.228
4 F -0.367
5 C 0.182
6 Cl 0.082
7 C -0.254
8 C -0.140
9 C -0.257
10 H 0.238
11 H 0.236
12 H 0.236
13 Cl 0.053
14 C -0.410
15 S 2.142
16 C -0.344
17 C -0.130
18 C -0.241
19 C -0.192
20 C -0.216
21 C -0.186
22 O -0.913
23 O -0.922
24 H 0.238
25 H 0.236
26 H 0.219
27 H 0.218
28 H 0.221
29 H 0.248

***

The following is a quantum chemistry calculation of 10 unconnected molecules or ions with the total composition C6H30N2O9 at a distorted geometry, from the OMol25 dataset.

Atoms and positions in Å:
C 2.148 -0.605 -2.393
N 1.738 0.614 -2.278
C 0.865 0.927 -1.188
C -0.216 0.211 -0.903
C -1.135 0.558 0.192
C -1.556 -0.810 0.774
C -2.747 -0.465 1.717
N -0.405 -1.414 1.521
H 2.154 -1.342 -1.626
H 2.719 -0.696 -3.363
H 1.481 1.584 -0.512
H -0.765 -0.560 -1.464
H -0.732 1.197 1.024
H -2.057 0.918 -0.151
H -1.994 -1.370 -0.012
H -2.639 0.115 2.567
H -3.352 -1.244 2.002
H -3.375 0.250 1.088
H -0.472 -2.372 1.362
H 0.492 -1.115 1.197
O -0.763 3.087 -1.295
H -0.703 3.156 -0.426
H 0.016 3.381 -1.858
O -1.079 -1.234 -3.682
H -0.286 -1.007 -4.233
H -1.585 -0.427 -3.542
O -0.242 3.484 1.567
H 0.687 3.774 1.531
H -0.707 4.215 1.226
O 1.892 2.110 1.359
H 1.446 1.849 2.141
H 2.719 1.542 1.328
O -1.421 1.380 -3.199
H -1.306 1.782 -2.290
H -0.671 1.729 -3.755
O 2.389 -0.456 2.757
H 1.805 -0.255 3.539
H 3.005 -1.197 3.018
O -0.791 -3.555 -2.252
H -1.479 -3.102 -2.702
H 0.036 -2.996 -2.382
O 2.503 -3.064 0.036
H 1.959 -2.767 0.694
H 2.485 -4.028 0.129
O 0.194 -0.809 4.497
H 0.138 0.144 4.415
H -0.391 -1.118 3.827

Calculated values
E = -1033.13980 hartree
E_LUMO = 0.140 eV
SMILES = C=N/C=C/C[C@H](C)N.O.O.O.O.O.O.O.O.O
maximum force = 0.154 hartree/bohr

The computed natural (NBO) charges, all in e, follow:
1 C -0.084
2 N -0.432
3 C -0.075
4 C -0.264
5 C -0.446
6 C -0.035
7 C -0.607
8 N -0.873
9 H 0.192
10 H 0.172
11 H 0.238
12 H 0.237
13 H 0.219
14 H 0.204
15 H 0.184
16 H 0.203
17 H 0.203
18 H 0.192
19 H 0.359
20 H 0.376
21 O -0.952
22 H 0.485
23 H 0.499
24 O -0.997
25 H 0.477
26 H 0.510
27 O -0.952
28 H 0.495
29 H 0.467
30 O -0.965
31 H 0.479
32 H 0.503
33 O -1.002
34 H 0.516
35 H 0.473
36 O -0.997
37 H 0.495
38 H 0.485
39 O -0.962
40 H 0.487
41 H 0.476
42 O -0.934
43 H 0.463
44 H 0.475
45 O -0.946
46 H 0.458
47 H 0.500

***

The following is a quantum chemistry calculation of 3 unconnected molecules or ions with the total composition C6H10O, from the OMol25 dataset.

Atoms and positions in Å:
C 2.053 0.050 -0.171
C 0.813 0.208 0.423
C 0.098 -0.845 0.962
C -1.392 -0.775 0.715
C -1.098 -0.095 -0.595
C -0.230 1.098 -0.267
O -0.813 2.123 0.512
H 2.661 -0.822 0.066
H 2.567 0.889 -0.634
H 1.048 -0.551 -1.568
H 0.584 -1.753 1.323
H -2.009 -0.225 1.445
H -1.832 -1.772 0.599
H 0.182 -0.694 -1.566
H -1.758 -0.172 -1.458
H 0.172 1.589 -1.156
H -1.045 1.747 1.370

Calculated values
E = -309.64423 hartree
E_LUMO = -0.170 eV
maximum force = 0.007 hartree/bohr

The computed natural (NBO) charges, all in e, follow:
1 C -0.452
2 C -0.092
3 C -0.071
4 C -0.491
5 C -0.165
6 C 0.019
7 O -0.697
8 H 0.207
9 H 0.213
10 H 0.028
11 H 0.211
12 H 0.178
13 H 0.220
14 H 0.004
15 H 0.226
16 H 0.199
17 H 0.464

***

Question: Which of these has the lowest E?
Answer: C12H9Cl3FNO2S